ORCA calculation (ωB97M-V/def2-TZVPD) on a cluster of 2 separate species, C20H34N2O2 in total.

## Properties
Multiplicity: 1
Orbital gap, eV: 4.13
Total energy, Ha: -1041.7920
Lowest unoccupied orbital energy, eV: -0.87

CARTESIAN COORDINATES (ANGSTROEM)
C: -5.085 -1.919 -2.134
C: -5.535 -3.363 -2.764
O: -6.621 -3.351 -3.586
N: -4.850 -4.695 -2.573
C: -3.720 -4.648 -1.570
C: -2.227 -4.359 -2.267
C: -1.696 -2.843 -1.940
C: -0.084 -2.716 -1.657
C: 0.518 -1.190 -1.973
C: 2.035 -0.840 -1.360
C: 1.840 0.735 -0.954
C: 2.940 1.499 -0.011
C: 2.794 1.217 1.597
C: 3.956 1.916 2.528
C: 3.845 3.483 3.053
C: 4.986 4.199 4.037
C: 6.318 3.339 4.497
C: 6.447 1.769 3.961
C: 5.292 1.079 3.013
C: 0.262 0.630 -0.433
N: -0.366 0.005 -1.697
H: -5.949 -1.132 -2.376
H: -5.011 -1.928 -0.942
H: -4.096 -1.467 -2.580
H: -5.580 -5.322 -2.124
H: -3.910 -3.958 -0.638
H: -3.625 -5.754 -1.130
H: -1.479 -5.133 -1.808
H: -2.274 -4.466 -3.452
H: -1.939 -2.125 -2.858
H: -2.240 -2.397 -0.980
H: 0.438 -3.508 -2.382
H: 0.194 -2.995 -0.532
H: 0.712 -1.290 -3.145
H: 2.283 -1.502 -0.427
H: 2.950 -0.982 -2.090
H: 1.856 1.303 -1.977
H: 2.776 2.666 -0.185
H: 4.023 1.240 -0.401
H: 2.813 0.065 1.830
H: 1.755 1.654 1.967
H: 2.923 4.132 2.727
H: 4.839 5.304 4.409
H: 7.125 3.839 5.188
H: 7.405 1.188 4.313
H: 5.399 -0.037 2.676
H: 0.334 -0.300 0.313
H: -0.251 1.589 0.003
H: -1.405 -0.078 -1.739
H: -0.158 0.640 -2.516
C: -2.988 3.748 1.002
C: -2.213 3.954 2.315
O: -1.107 3.234 2.227
H: -3.262 2.697 0.847
H: -3.918 4.328 1.025
H: -2.414 4.087 0.129
H: -2.932 3.715 3.114
H: -2.120 5.046 2.427


ORCA calculation (ωB97M-V/def2-TZVPD) on a structure of composition C21H26BrN3O4Te4Ti.

## Properties
Multiplicity: 3
Charge: -2
⟨S²⟩: 2.02
Orbital gap (spin up / spin down), eV: 3.92 / 4.00
Total energy, Ha: -5776.7273
Lowest unoccupied orbital energy (spin up / spin down), eV: 3.39 / 3.39

CARTESIAN COORDINATES (ANGSTROEM)
Ti: -0.712 0.661 -0.336
C: -1.795 4.700 0.491
C: -0.831 3.560 0.369
O: -1.327 2.392 0.552
C: 0.497 3.807 0.044
C: 1.486 2.819 -0.088
C: 2.921 3.256 -0.218
N: 1.192 1.542 -0.114
N: 2.284 0.680 -0.054
C: 1.853 -0.528 0.089
O: 0.607 -0.863 0.136
C: 2.859 -1.613 0.285
C: 4.227 -1.346 0.322
C: 5.138 -2.375 0.491
C: 4.698 -3.688 0.625
C: 3.338 -3.960 0.591
C: 2.425 -2.928 0.424
H: -2.400 4.577 1.390
H: -2.483 4.653 -0.354
H: -1.297 5.670 0.501
H: 0.804 4.838 -0.067
H: 2.994 4.341 -0.176
H: 3.329 2.898 -1.165
H: 3.529 2.812 0.572
H: 4.551 -0.320 0.208
H: 6.200 -2.156 0.514
H: 5.413 -4.493 0.751
H: 2.986 -4.981 0.683
H: 1.360 -3.119 0.386
C: -3.858 0.500 0.037
O: -2.691 -0.350 0.164
C: -2.672 -1.087 1.369
C: -2.242 -0.205 2.530
O: -0.985 0.286 2.151
C: -0.309 1.063 3.109
H: -4.742 -0.068 0.339
H: -3.912 0.787 -1.010
H: -3.747 1.402 0.637
H: -1.917 -1.868 1.236
H: -3.651 -1.543 1.549
H: -2.168 -0.794 3.456
H: -2.940 0.626 2.694
H: -0.928 1.903 3.439
H: 0.584 1.453 2.624
H: -0.027 0.450 3.974
Te: -4.697 3.678 -3.110
Te: -7.029 5.042 -3.701
Te: -6.103 3.622 -0.786
Te: -1.507 1.557 -2.674
Br: 1.712 -5.941 -2.465
C: 0.720 -4.322 -2.346
C: -0.513 -4.322 -1.715
C: -1.183 -3.105 -1.641
N: -0.703 -1.976 -2.136
C: 0.478 -2.007 -2.745
C: 1.241 -3.162 -2.879
H: -0.933 -5.224 -1.296
H: -2.152 -3.038 -1.154
H: 0.822 -1.052 -3.137
H: 2.206 -3.144 -3.365


ORCA calculation (ωB97M-V/def2-TZVPD) on a structure of composition HI3P2.

## Properties
Multiplicity: 1
Orbital gap (spin up / spin down), eV: 7.38 / 7.54
Total energy, Ha: -1576.3348
Lowest unoccupied orbital energy (spin up / spin down), eV: -1.66 / -1.24

CARTESIAN COORDINATES (ANGSTROEM)
P: 0.446 -1.065 0.335
P: -0.409 0.843 -0.305
I: 1.861 -1.258 -1.556
I: -1.817 -0.247 -1.872
I: -1.814 1.378 1.596
H: 1.733 0.349 1.801


ORCA calculation (ωB97M-V/def2-TZVPD) on a cluster of 2 separate species, C5H7F in total.

## Properties
Multiplicity: 1
Orbital gap, eV: 10.54
Total energy, Ha: -294.4060
Lowest unoccupied orbital energy, eV: 0.80

CARTESIAN COORDINATES (ANGSTROEM)
C: 2.901 -0.207 -0.084
C: 1.725 0.041 0.063
C: -0.785 0.166 -1.364
C: -0.902 0.161 1.211
C: -0.318 -0.289 -0.013
F: -0.235 -1.667 0.014
H: 3.882 0.081 0.126
H: -0.456 1.219 -1.462
H: -0.445 -0.398 -2.217
H: -1.841 0.244 -1.215
H: -1.400 1.126 1.399
H: -1.714 -0.491 1.379
H: -0.413 0.015 2.162


ORCA calculation (ωB97M-V/def2-TZVPD) on a cluster of 3 separate species, C23H24BrNO6 in total.

## Properties
Multiplicity: 1
Orbital gap, eV: 7.88
SMILES: O=NOCc1ccc2c(c1Br)C(=O)c1ccccc1C2=O.C1CCOC1.C1CCOC1
Total energy, Ha: -3970.5945
Lowest unoccupied orbital energy, eV: -1.36

CARTESIAN COORDINATES (ANGSTROEM)
O: 3.096 -2.891 2.732
N: 3.994 -2.109 2.872
O: 4.737 -2.026 1.739
C: 4.883 -0.616 1.303
C: 3.482 0.098 1.607
C: 3.275 1.221 2.659
C: 1.871 1.856 2.939
C: 0.639 1.353 2.157
C: 0.875 0.215 1.097
C: 2.245 -0.423 0.796
Br: 2.424 -1.847 -0.556
C: -0.464 -0.289 0.348
O: -0.514 -0.555 -0.878
C: -1.751 -0.405 1.314
C: -2.757 -1.582 1.277
C: -3.937 -1.572 2.293
C: -4.182 -0.415 3.318
C: -3.177 0.760 3.356
C: -1.985 0.730 2.379
C: -0.866 1.891 2.386
O: -1.130 3.106 2.559
H: 5.762 -0.196 1.894
H: 5.090 -0.586 0.169
H: 4.157 1.605 3.288
H: 1.696 2.662 3.726
H: -2.603 -2.438 0.545
H: -4.693 -2.439 2.327
H: -5.075 -0.460 4.035
H: -3.337 1.615 4.103
C: 0.064 -5.426 -3.801
C: -0.061 -3.928 -3.636
C: -0.901 -3.819 -2.379
O: -0.592 -4.964 -1.573
C: 0.160 -5.895 -2.362
H: 0.919 -5.732 -4.406
H: -0.844 -5.826 -4.265
H: 0.928 -3.490 -3.464
H: -0.512 -3.427 -4.494
H: -1.971 -3.851 -2.611
H: -0.695 -2.906 -1.815
H: 1.196 -5.875 -2.007
H: -0.238 -6.903 -2.221
C: -1.489 5.665 -1.046
C: -0.716 4.457 -0.566
C: -0.126 3.927 -1.857
O: 0.078 5.058 -2.716
C: -0.595 6.191 -2.152
H: -1.680 6.404 -0.266
H: -2.452 5.349 -1.462
H: 0.085 4.774 0.109
H: -1.330 3.721 -0.044
H: -0.819 3.244 -2.361
H: 0.823 3.407 -1.702
H: 0.167 6.871 -1.756
H: -1.154 6.712 -2.933


ORCA calculation (ωB97M-V/def2-TZVPD) on a cluster of 3 separate species, C3H9O4 in total.

## Properties
Multiplicity: 1
Charge: -1
Orbital gap, eV: 8.85
Total energy, Ha: -420.7122
Lowest unoccupied orbital energy, eV: 4.09

CARTESIAN COORDINATES (ANGSTROEM)
O: -0.589 -0.427 1.361
C: -0.188 0.000 0.278
O: 0.313 -0.721 -0.603
C: -0.380 1.522 -0.055
C: -0.409 2.319 1.246
H: 0.283 1.890 -0.865
H: -1.370 1.533 -0.443
H: -1.523 2.795 1.501
H: -0.225 1.602 2.226
H: 0.165 3.137 1.130
H: -1.583 -2.279 0.863
H: -0.273 -2.266 0.124
O: -1.144 -2.759 0.160
H: 2.006 -2.403 -2.912
H: 2.191 -1.883 -1.596
O: 2.726 -2.058 -2.414